Below is a 12-piece molecular cluster, C45H125N13O12 overall, with properties calculated with the ωB97M-V functional and the def2-TZVPD basis.

The spin multiplicity is 1. As for the SMILES: COC[C@H](C)N.COC[C@H](C)N.COC[C@H](C)N.COC[C@H](C)N.COC[C@H](C)N.COC[C@H](C)N.COC[C@H](C)N.COC[C@H](C)N.COC[C@H](C)N.COC[C@H](C)N.COC[C@H](C)N.NC(N)=O. The LUMO energy comes out at 0.012 hartree. Its gap between HOMO and LUMO is 9.156 eV. The value obtained for the energy above the lowest of the compared OMol25 structures with the same formula, charge and spin is 1.425 eV.

Element x y z (Å)
C: 14.6253 20.8014 22.3613
C: 15.1193 19.4172 22.5496
C: 15.8553 18.9664 21.3002
O: 16.7051 19.9944 20.9241
C: 17.5007 19.7912 19.7716
N: 15.9969 19.3761 23.7731
H: 14.0071 21.0206 21.5036
H: 15.4903 21.4574 22.4786
H: 13.9997 20.9605 23.2548
H: 14.3158 18.6678 22.5743
H: 15.1772 18.6263 20.4708
H: 16.5195 18.1021 21.5479
H: 18.0737 18.8613 19.7729
H: 18.1923 20.6452 19.6447
H: 16.8565 19.7382 18.8778
H: 15.3574 19.6638 24.4803
H: 16.1703 18.3970 23.9770
C: 12.6113 17.4504 17.7360
C: 12.2358 16.5201 16.5261
C: 10.7944 16.4444 16.2788
O: 10.4368 15.4993 15.3138
C: 9.1191 15.6069 15.0323
N: 12.9868 17.0230 15.4057
H: 12.3131 18.4891 17.5736
H: 13.6985 17.4316 17.9004
H: 12.0579 17.0957 18.6148
H: 12.6107 15.5433 16.8387
H: 10.3374 17.3563 15.9090
H: 10.2385 16.1731 17.1866
H: 8.8405 16.6192 14.6846
H: 8.5078 15.4272 15.9358
H: 8.8566 14.8911 14.2192
H: 12.8504 16.5252 14.5228
H: 12.6456 17.9740 15.2663
C: 16.7936 14.4440 10.2005
C: 18.2436 13.9401 10.1610
C: 18.4642 12.6539 10.9638
O: 18.2342 12.6768 12.3477
C: 18.4248 11.4542 12.9616
N: 18.6805 13.7052 8.7803
H: 16.1605 13.6520 9.7632
H: 16.7352 15.3048 9.5092
H: 16.3081 14.7325 11.1408
H: 18.9485 14.6777 10.5957
H: 19.4830 12.2934 10.7761
H: 17.8199 11.8276 10.5656
H: 17.4795 10.9074 12.8830
H: 18.6710 11.6597 14.0198
H: 19.2260 10.8915 12.4494
H: 18.1533 12.9969 8.2901
H: 18.5163 14.5387 8.2492
C: 14.1476 15.1327 20.2102
C: 14.3519 13.7316 20.7683
C: 14.5599 13.7452 22.2641
O: 15.7958 14.2971 22.6206
C: 15.9684 14.4420 23.9556
N: 13.0706 12.9209 20.5324
H: 13.9051 15.0476 19.1698
H: 15.0638 15.7242 20.2656
H: 13.3056 15.6007 20.7142
H: 15.1948 13.1512 20.4811
H: 14.5243 12.7417 22.7283
H: 13.7622 14.3197 22.7291
H: 17.0069 14.7565 24.1284
H: 15.8087 13.4534 24.4306
H: 15.1932 15.1190 24.3605
H: 12.9539 12.7666 19.5415
H: 13.0055 12.0353 20.9994
C: 18.5090 9.4273 22.4390
C: 17.6487 10.3176 21.5022
C: 18.2370 10.5671 20.1372
O: 19.5230 11.2163 20.3453
C: 20.1370 11.7297 19.2397
N: 16.3386 9.7115 21.3037
H: 18.0293 9.2682 23.3909
H: 19.4580 10.0077 22.5449
H: 18.7536 8.4595 21.9659
H: 17.5069 11.2332 22.0887
H: 17.6337 11.3165 19.6054
H: 18.4706 9.7407 19.4407
H: 19.5385 12.2294 18.4637
H: 20.8272 11.0405 18.7328
H: 20.8173 12.4084 19.7311
H: 16.5374 8.7107 21.1923
H: 15.9766 10.0023 20.4005
C: 13.2287 13.1168 14.4455
C: 14.3824 12.4829 13.6047
C: 13.9890 12.0696 12.1398
O: 14.9858 11.2869 11.5396
C: 14.8251 10.9411 10.1982
N: 15.4382 13.4411 13.6083
H: 13.6667 13.8306 15.1404
H: 12.7110 12.3683 15.0199
H: 12.5375 13.6726 13.8222
H: 14.5535 11.5152 14.0807
H: 13.7977 12.9579 11.5253
H: 13.0755 11.4647 12.1604
H: 15.6552 10.2538 9.9646
H: 14.7156 11.8235 9.5246
H: 13.8857 10.3713 10.1305
H: 15.8695 13.4353 14.5425
H: 16.1768 13.0425 13.0174
C: 20.9713 15.3632 17.6873
C: 22.1843 15.3636 18.5665
C: 23.4523 15.0254 17.8501
O: 23.3441 13.6597 17.2684
C: 24.5748 13.3315 16.5565
N: 22.3579 16.6859 19.1876
H: 20.8613 16.3707 17.2819
H: 20.1541 15.3204 18.3952
H: 20.8619 14.5578 16.9574
H: 22.0926 14.5232 19.2859
H: 24.2540 14.9394 18.6089
H: 23.7480 15.8012 17.1225
H: 24.7511 13.9077 15.6479
H: 24.3372 12.3183 16.2549
H: 25.4555 13.3408 17.2191
H: 23.0547 16.7154 19.9332
H: 21.5509 17.0214 19.6916
C: 18.2878 15.6110 20.1393
C: 19.2610 15.2463 21.2354
C: 19.5393 16.3724 22.1555
O: 19.9670 17.5700 21.4634
C: 20.0271 18.7631 22.3148
N: 18.6344 14.1271 21.9940
H: 17.4188 16.0007 20.6627
H: 18.1164 14.6637 19.6246
H: 18.6552 16.3750 19.4063
H: 20.2485 15.0146 20.7944
H: 20.2646 16.0430 22.9136
H: 18.6293 16.6461 22.7076
H: 19.0249 18.9026 22.6974
H: 20.3058 19.6339 21.6943
H: 20.6972 18.5769 23.1462
H: 17.6227 14.1086 22.0133
H: 19.0109 13.2655 21.6164
C: 19.8634 20.4080 13.6415
C: 20.8527 21.5230 13.3445
C: 20.2972 22.5483 12.4412
O: 21.2580 23.6280 12.1911
C: 20.7497 24.6112 11.3871
N: 21.1110 22.1876 14.6498
H: 19.9308 19.6736 12.8311
H: 18.8516 20.7954 13.6868
H: 20.1972 19.9300 14.5694
H: 21.7037 21.0694 12.8349
H: 19.3986 22.9877 12.8916
H: 20.0525 22.1451 11.4513
H: 19.7242 24.8840 11.7181
H: 20.6699 24.4232 10.2902
H: 21.3407 25.5121 11.5085
H: 21.5847 21.6409 15.3699
H: 21.6258 23.0552 14.5025
C: 21.0045 16.7265 14.1535
C: 21.9700 15.5711 13.8216
C: 21.3090 14.6354 12.7682
O: 22.2483 13.5669 12.4173
C: 22.1563 12.4941 13.3947
N: 23.2007 16.1671 13.3609
H: 20.7258 17.2842 13.2578
H: 21.6721 17.4373 14.6329
H: 20.1078 16.5994 14.7593
H: 22.0438 14.8965 14.6809
H: 21.2029 15.3209 11.9300
H: 20.3666 14.1606 13.0439
H: 23.0027 11.8385 13.1306
H: 21.2269 11.9327 13.3083
H: 22.3402 12.7891 14.4576
H: 23.6800 16.5061 14.1714
H: 23.7598 15.4194 12.9475
C: 16.9579 18.0912 15.9019
C: 16.8349 16.5958 15.4726
C: 16.5150 15.7306 16.7043
O: 16.5914 14.3383 16.4588
C: 17.9186 13.8378 16.4130
N: 15.9134 16.5216 14.3311
H: 17.1421 18.7247 15.0441
H: 17.6716 18.3108 16.7010
H: 15.9753 18.3839 16.3092
H: 17.8000 16.2053 15.1410
H: 15.4727 15.9673 16.9480
H: 17.2379 16.0308 17.4797
H: 18.4653 14.3184 17.2257
H: 18.4370 14.0944 15.4872
H: 17.8550 12.7501 16.5547
H: 15.0028 16.8885 14.6380
H: 15.7033 15.5459 14.0806
C: 17.3245 18.3224 11.2533
O: 17.5938 18.6021 10.0831
N: 18.0936 17.2139 11.9008
N: 16.3091 18.8995 12.1053
H: 17.5045 16.7699 12.5897
H: 18.7200 16.6202 11.3576
H: 16.1072 18.3291 12.9181
H: 15.6705 19.3647 11.5076

Atoms 1-6, force components in eV/Å:
-0.551 0.778 2.036
0.700 -1.640 -1.033
1.301 -1.125 -0.016
0.873 0.989 -0.674
-0.421 0.160 -0.510
-0.688 -0.406 -1.629

***

Below is a 15-piece molecular cluster, C45H126N6O21 overall, with properties calculated with the ωB97M-V functional and the def2-TZVPD basis.

The spin multiplicity is 2. Its expectation value of S² is 0.756. The LUMO energy (spin up / spin down) comes out at -0.097 / -0.298 hartree. Its gap between HOMO and LUMO (spin up / spin down) is 6.443 / 0.968 eV. The total charge is +1.

Element x y z (Å)
C: -1.0469 -3.7261 0.9611
O: -2.4570 -3.6683 0.6203
C: -3.2275 -3.4963 1.7112
C: -4.7375 -3.5374 1.3545
N: -4.9708 -4.7106 0.4855
C: -5.2718 -5.9362 1.2524
C: -5.7238 -6.9561 0.2064
O: -4.6097 -7.6809 -0.2881
C: -4.9275 -8.4900 -1.3690
H: -0.5252 -2.7964 1.1884
H: -0.4187 -4.0518 0.1320
H: -0.8476 -4.5338 1.6654
H: -2.9730 -2.5983 2.2742
H: -3.2057 -4.3183 2.4268
H: -5.1351 -2.7179 0.7559
H: -5.3297 -3.4722 2.2672
H: -4.1539 -4.8620 -0.0887
H: -6.1120 -5.7816 1.9294
H: -4.3838 -6.3647 1.7171
H: -6.2975 -6.4626 -0.5780
H: -6.3902 -7.6076 0.7718
H: -5.7263 -7.9706 -1.8984
H: -5.2018 -9.5050 -1.0814
H: -4.0099 -8.4779 -1.9572
C: 1.9869 3.0802 -2.6748
O: 0.8125 3.6193 -3.1527
C: 0.0428 2.7311 -3.9465
C: -1.2782 3.3477 -4.3626
N: -1.2133 3.9942 -5.6934
C: -2.5093 4.6810 -5.9403
C: -2.8073 5.0447 -7.4154
O: -1.8602 5.9716 -7.9615
C: -2.1510 7.2663 -7.4522
H: 1.6459 2.2881 -2.0082
H: 2.5557 3.8339 -2.1303
H: 2.6755 2.6002 -3.3702
H: -0.2084 1.7656 -3.5073
H: 0.5667 2.3906 -4.8397
H: -1.5473 4.0492 -3.5729
H: -2.0314 2.5828 -4.1736
H: -0.5147 4.7218 -5.7446
H: -2.5912 5.4561 -5.1784
H: -3.3271 4.0086 -5.6810
H: -3.8646 5.3097 -7.4241
H: -2.6469 4.2256 -8.1165
H: -2.7913 7.7751 -8.1728
H: -1.2586 7.8914 -7.4855
H: -2.5940 7.1886 -6.4593
C: 7.8918 -9.3171 -2.8714
O: 7.0711 -10.3770 -3.2372
C: 5.7727 -9.9024 -3.6226
C: 4.7331 -9.2597 -2.6175
N: 4.4483 -10.2623 -1.5113
C: 3.3220 -9.7513 -0.6886
C: 3.8015 -8.6015 0.3575
O: 3.8813 -7.3796 -0.2549
C: 2.6734 -6.5859 -0.3909
H: 7.3972 -8.5218 -2.3138
H: 8.3353 -8.9366 -3.7915
H: 8.6894 -9.8273 -2.3315
H: 5.1478 -10.6294 -4.1413
H: 5.9887 -9.1446 -4.3757
H: 3.8918 -8.9085 -3.2150
H: 5.0613 -8.2854 -2.2553
H: 5.2800 -10.3675 -0.9481
H: 2.8283 -10.5489 -0.1335
H: 2.4497 -9.3953 -1.2368
H: 4.7319 -8.8426 0.8717
H: 3.1532 -8.5101 1.2290
H: 1.9583 -6.4656 0.4229
H: 2.0386 -6.9925 -1.1781
H: 2.8132 -5.5212 -0.5781
C: -4.3241 -2.6391 -8.3769
O: -3.9312 -1.5865 -7.4624
C: -4.8931 -0.5133 -7.6709
C: -4.6521 0.5874 -6.6396
N: -4.7495 -0.0248 -5.3081
C: -4.8185 1.0190 -4.3258
C: -4.7005 0.4491 -2.8504
O: -3.5109 -0.2943 -2.5937
C: -3.4231 -0.9907 -1.3225
H: -5.2769 -3.1403 -8.2064
H: -3.4975 -3.3451 -8.2969
H: -4.2182 -2.1623 -9.3513
H: -5.9480 -0.7749 -7.5877
H: -4.7266 -0.0294 -8.6333
H: -5.4481 1.3318 -6.6558
H: -3.6790 1.0456 -6.8165
H: -3.8247 -0.4079 -5.1737
H: -5.7994 1.4574 -4.5100
H: -4.0579 1.7806 -4.4979
H: -5.5494 -0.2182 -2.7012
H: -4.7219 1.2502 -2.1116
H: -4.3951 -1.4763 -1.2352
H: -3.1608 -0.3113 -0.5115
H: -2.7164 -1.8156 -1.4133
C: 0.6954 2.9993 6.0248
O: 0.6470 3.5955 4.7584
C: 1.2702 2.8966 3.6053
C: 0.3497 1.7726 3.0347
N: 1.0684 0.9261 2.0881
C: 0.0795 0.0016 1.5221
C: 0.5916 -0.5197 0.0577
O: 1.5330 -1.5573 0.1414
C: 1.8638 -2.1918 -1.0478
H: 0.1987 2.0355 5.9128
H: 0.2079 3.4481 6.8902
H: 1.7186 2.7243 6.2805
H: 2.2866 2.5976 3.8613
H: 1.4769 3.6840 2.8805
H: -0.4181 2.3290 2.4970
H: -0.1093 1.3315 3.9195
H: 1.7123 0.3978 2.6595
H: -0.9231 0.4012 1.3696
H: -0.1174 -0.8428 2.1826
H: 0.9285 0.3468 -0.5112
H: -0.2806 -1.0803 -0.2786
H: 2.6721 -2.9225 -1.0183
H: 2.3360 -1.5343 -1.7778
H: 0.9788 -2.6281 -1.5109
C: 1.5592 8.3042 6.0711
O: 0.6562 7.6257 5.1902
C: 0.8703 7.8811 3.8236
C: 0.2889 6.7325 2.9068
N: 0.8496 6.8937 1.5291
C: -0.0655 6.4693 0.4836
C: -0.3849 4.9514 0.5909
O: -1.2609 4.4815 -0.4883
C: -1.2578 3.0614 -0.5811
H: 1.2638 8.1009 7.1004
H: 1.5536 9.3727 5.8557
H: 2.5215 7.8412 5.8526
H: 1.9224 8.0658 3.6065
H: 0.3595 8.7988 3.5320
H: -0.7798 6.9269 2.8164
H: 0.2745 5.7381 3.3529
H: 1.7881 6.5379 1.4165
H: 0.3817 6.7090 -0.4811
H: -0.9937 7.0378 0.4252
H: -0.6833 4.6751 1.6022
H: 0.5824 4.5123 0.3468
H: -1.7117 2.5577 0.2724
H: -0.1953 2.8417 -0.4764
H: -1.7107 2.8482 -1.5494
C: -2.8390 3.6504 5.7662
O: -2.5230 4.2105 4.5020
H: -2.9349 4.4476 6.5034
H: -3.7497 3.0516 5.7764
H: -2.0406 2.9382 5.9746
H: -1.5732 4.3361 4.4402
C: 3.5066 4.3622 9.2854
O: 4.2501 3.3392 9.8055
H: 2.8801 4.0639 8.4448
H: 2.7818 4.7359 10.0086
H: 4.2159 5.1371 8.9946
H: 4.7369 3.6040 10.5895
C: -1.3309 -2.3922 -4.3817
O: -2.6774 -2.2456 -4.2146
H: -0.8638 -1.9966 -3.4798
H: -1.0051 -3.4306 -4.4415
H: -0.9663 -1.9104 -5.2890
H: -2.8283 -1.5875 -3.5321
C: -2.3805 -0.3500 5.9301
O: -1.8410 -1.1721 4.9375
H: -3.4252 -0.4892 6.2081
H: -1.8546 -0.3284 6.8846
H: -2.3802 0.6518 5.5006
H: -1.3216 -1.8646 5.3525
C: 3.9989 5.6518 0.4502
O: 3.4249 5.2554 1.7252
H: 3.8988 6.7287 0.3147
H: 5.0346 5.3408 0.3132
H: 3.4436 5.2314 -0.3883
H: 3.3782 4.2965 1.7249
C: 1.1295 1.4557 9.7183
O: 1.4778 0.9750 8.4117
H: 0.1461 1.0415 9.9406
H: 1.8458 1.0328 10.4227
H: 1.1364 2.5381 9.8465
H: 2.4079 1.0845 8.2008
C: 4.9247 -0.1746 -3.3952
O: 3.5187 -0.0726 -3.7085
H: 5.2119 -0.4179 -2.3723
H: 5.3687 -0.9086 -4.0677
H: 5.4542 0.7337 -3.6827
H: 3.3203 0.4904 -4.4604
C: 4.2697 1.5894 0.4456
O: 3.2519 2.4232 0.9622
H: 5.0346 2.3062 0.1468
H: 4.7293 0.8589 1.1113
H: 3.9183 1.1256 -0.4761
H: 2.5207 1.8495 1.2027
C: 3.8599 -0.0182 4.6413
O: 2.8166 -0.4680 3.7687
H: 3.3902 0.4398 5.5117
H: 4.5238 -0.8179 4.9698
H: 4.3394 0.8275 4.1484
H: 3.0484 -1.2937 3.3372

Atoms 1-6, force components in eV/Å:
0.013 -0.779 -0.901
3.128 -0.128 -1.620
-2.846 0.722 2.282
0.809 0.271 -1.654
-1.000 0.089 1.891
0.240 0.091 -2.391

***

Below is C45H25I4N5Sc as an isolated structure, with properties calculated with the ωB97M-V functional and the def2-TZVPD basis.

The spin multiplicity is 1. The LUMO energy (spin up / spin down) comes out at -0.165 / -0.164 hartree. Its gap between HOMO and LUMO (spin up / spin down) is 5.171 / 5.223 eV. The total charge is +1.

Element x y z (Å)
Sc: 0.3187 -0.0834 0.0628
I: -3.2824 -5.4356 7.5130
C: -2.2803 -4.6034 5.8040
C: -1.1849 -3.7146 6.0239
C: -0.7003 -2.9571 4.9564
C: -1.3900 -2.9623 3.7432
C: -2.4198 -3.8633 3.5714
C: -2.8378 -4.7496 4.5637
C: -1.0564 -1.9781 2.6501
C: -0.6721 -0.6168 2.9452
C: -1.0109 0.0751 4.1945
C: -0.4072 1.3017 4.1871
C: 0.1060 1.4904 2.8619
C: 0.6878 2.6571 2.1856
C: 1.6150 3.5903 2.8989
C: 2.8183 3.8837 2.2187
C: 3.6924 4.8069 2.7558
C: 3.5726 5.2393 4.0759
I: 5.4226 5.8795 4.9793
C: 2.3813 4.9351 4.7768
C: 1.4118 4.1644 4.1413
C: 0.3337 2.9345 0.8647
N: -0.0788 2.0077 -0.1339
C: -0.3793 2.7499 -1.2834
C: -0.7968 2.2335 -2.4716
C: -1.2095 3.1666 -3.5798
C: -0.3825 4.2533 -3.9504
C: -0.8661 5.1184 -4.9176
C: -2.0316 4.8838 -5.6131
I: -2.3923 5.9120 -7.4576
C: -2.8107 3.7498 -5.3022
C: -2.4169 2.9410 -4.2529
C: -0.6832 0.8371 -2.8153
C: -0.8333 0.3384 -4.1263
C: -0.4766 -1.0121 -3.9906
C: -0.2844 -1.3655 -2.6120
N: -0.3029 -0.1824 -1.8933
C: 0.0650 -2.6656 -2.1593
C: -0.1760 -2.9462 -0.7929
C: -0.1180 -4.2119 -0.1291
C: -0.5023 -4.0951 1.2081
C: -0.6653 -2.5807 1.4287
N: -0.4136 -1.9718 0.1926
C: 0.4256 -3.7506 -3.0950
C: -0.4142 -4.9174 -3.0880
C: -0.1566 -6.0514 -3.8439
C: 1.0811 -5.9994 -4.6303
I: 1.6477 -7.7760 -5.6117
C: 1.7892 -4.8017 -4.7862
C: 1.5021 -3.7275 -3.9713
C: -0.1046 4.1328 -1.0066
C: 0.3065 4.2332 0.3146
N: -0.1126 0.2564 2.1183
H: -0.6563 -3.4971 6.9219
H: 0.1845 -2.3406 5.0955
H: -2.8678 -3.7664 2.5943
H: -3.6408 -5.4538 4.3527
H: -1.4853 -0.3835 5.0542
H: -0.3328 1.9413 5.0706
H: 3.0114 3.2324 1.3411
H: 4.5067 5.3036 2.2220
H: 2.3291 5.2971 5.8275
H: 0.4559 3.8698 4.6516
H: 0.5393 4.4737 -3.3275
H: -0.2804 5.9843 -5.1461
H: -3.7264 3.5666 -5.8208
H: -3.0708 2.1388 -3.9995
H: -1.2137 0.8979 -5.0737
H: -0.5144 -1.6809 -4.8863
H: 0.0803 -5.2085 -0.5584
H: -0.6263 -4.8210 1.9664
H: -1.2493 -4.8024 -2.4385
H: -0.7236 -6.9966 -3.7621
H: 2.6002 -4.8068 -5.5518
H: 2.0518 -2.8199 -3.9747
H: -0.3511 4.9465 -1.6426
H: 0.5975 5.1183 0.7776
N: 3.7441 0.3304 0.1270
C: 2.5444 0.2280 0.1728
H: 4.7664 0.4968 0.2845

Atoms 1-6, force components in eV/Å:
-0.696 1.284 0.265
0.611 0.151 -0.773
0.789 0.739 2.033
-0.477 -0.143 -1.634
-0.461 -0.279 0.311
0.324 1.094 0.092

***

Number 1: DFT total energy -3403.972549 Ha. Number 2: DFT total energy -3697.728698 Ha. Number 3: DFT total energy -3954.870370 Ha.